# 1
C5HF2OSm | wB97M-V/def2-TZVPD

⟨S²⟩: 12.0240
Total energy, a.u.: -1122.2790

The geometry in ORCA input format:
```
! RIJCOSX wB97M-V def2-TZVPD def2/J DEFGRID3
* xyz 3 7
C -4.362 -0.600 0.357
C -4.771 0.563 0.592
F -5.414 1.566 0.222
O -2.963 0.116 0.197
C -1.820 0.213 0.065
C 4.120 -0.104 0.157
C 4.551 -0.696 -0.822
H 4.302 0.553 1.005
F 4.885 -1.376 -1.800
Sm 1.472 -0.236 0.029
*
```

=====

# 2
C2H87FGaNO41P | wB97M-V/def2-TZVPD

Total energy, a.u.: -5633.9555

The geometry in ORCA input format:
```
! RIJCOSX wB97M-V def2-TZVPD def2/J DEFGRID3
* xyz -1 1
N 3.058 -2.310 0.597
P 2.031 -3.275 -0.193
Ga 0.054 -2.184 -0.835
C -1.546 -3.516 -0.533
C -2.706 -2.849 0.323
O -3.554 -2.167 -0.304
F -2.771 -2.984 1.753
H 2.626 -1.370 0.688
H 1.729 -4.388 0.661
H 2.640 -3.794 -1.381
H 0.075 -1.774 -2.402
H -0.183 -0.808 -0.023
H -1.103 -4.400 0.059
H -1.989 -3.837 -1.529
O 0.340 1.451 -0.350
H 1.087 2.054 -0.433
H -0.419 2.035 -0.213
O 0.357 4.288 0.155
H 1.108 4.887 0.072
H -0.398 4.876 0.294
O -0.089 3.445 3.134
H -0.098 3.586 2.180
H -0.515 2.584 3.235
O -2.226 1.969 -1.210
H -2.246 2.093 -2.167
H -2.644 1.109 -1.079
O -2.245 0.395 -3.845
H -2.265 0.522 -4.802
H -2.664 -0.466 -3.714
O -0.991 0.306 3.006
H -0.989 0.459 2.049
H -1.414 -0.556 3.104
O 3.749 -2.600 3.900
H 3.640 -2.768 2.946
H 3.147 -1.863 4.072
O 3.393 0.502 1.044
H 4.117 0.669 1.655
H 3.411 1.258 0.449
O 5.970 -4.067 2.845
H 5.590 -4.931 2.646
H 5.220 -3.548 3.171
O 0.988 -2.357 2.548
H 0.538 -1.519 2.368
H 0.455 -2.765 3.243
O 5.718 -3.856 -0.879
H 5.010 -3.634 -0.257
H 6.500 -3.937 -0.320
O 3.004 5.917 0.089
H 3.856 5.479 -0.054
H 3.231 6.854 0.175
O -5.373 -2.599 2.618
H -5.868 -2.276 1.852
H -4.579 -2.999 2.230
O -0.285 -4.017 -3.974
H -0.778 -3.689 -4.735
H 0.507 -4.414 -4.361
O 0.412 1.655 -3.882
H -0.539 1.632 -4.058
H 0.485 2.160 -3.063
O 3.946 8.170 -1.374
H 3.701 7.693 -2.176
H 4.646 8.770 -1.662
O -6.888 -0.201 1.806
H -5.928 -0.115 1.886
H -7.188 -0.314 2.717
O -4.231 -2.077 -4.609
H -4.600 -2.367 -5.451
H -4.699 -2.609 -3.953
O 5.352 4.078 -0.343
H 6.061 4.601 -0.734
H 5.634 3.162 -0.475
O -4.494 1.172 -5.685
H -4.941 2.009 -5.861
H -5.025 0.764 -4.989
O -5.524 -5.056 4.284
H -4.796 -4.887 4.895
H -5.504 -4.298 3.680
O -1.526 -1.469 -6.679
H -0.778 -0.863 -6.762
H -2.283 -0.888 -6.541
O -5.524 -7.399 6.287
H -4.799 -7.237 6.901
H -5.499 -6.641 5.687
O 4.147 -1.633 6.689
H 3.928 -2.123 5.883
H 4.873 -1.057 6.421
O 1.665 -0.258 5.866
H 0.940 0.005 6.445
H 2.417 -0.365 6.465
O 1.482 -3.271 -5.955
H 2.229 -2.666 -6.037
H 0.724 -2.688 -5.816
O 1.459 -2.944 7.867
H 2.192 -2.432 7.499
H 1.741 -3.860 7.766
O 0.302 6.099 -2.754
H -0.402 6.324 -2.132
H 1.084 6.005 -2.196
O 5.575 0.388 -0.589
H 6.361 0.223 -1.123
H 5.196 -0.491 -0.455
O -8.946 0.991 -0.695
H -9.649 1.218 -0.074
H -8.159 0.910 -0.137
O 6.228 -1.801 1.191
H 5.274 -1.808 0.993
H 6.293 -1.294 2.008
O 1.301 -6.389 -4.450
H 1.280 -6.261 -5.407
H 0.883 -7.248 -4.320
O -7.717 -9.647 5.893
H -6.965 -9.046 5.810
H -8.470 -9.061 6.027
O 5.921 10.292 -2.939
H 5.432 10.524 -3.737
H 6.821 10.592 -3.120
O -8.102 3.111 -2.616
H -8.473 2.816 -3.455
H -8.568 2.579 -1.954
O 8.122 9.059 -3.932
H 7.751 8.778 -4.777
H 7.644 8.533 -3.280
O -8.445 -2.158 4.223
H -7.663 -2.317 3.677
H -8.817 -3.037 4.358
O -0.034 7.393 0.563
H 0.822 6.969 0.418
H 0.182 8.330 0.647
O 3.920 2.822 2.115
H 3.471 3.657 1.937
H 3.387 2.413 2.809
O -0.024 1.745 -7.020
H 0.704 1.912 -6.405
H -0.005 2.503 -7.615
*
```

=====

# 3
C4H9O3 | wB97M-V/def2-TZVPD

Total energy, a.u.: -383.4987

The geometry in ORCA input format:
```
! RIJCOSX wB97M-V def2-TZVPD def2/J DEFGRID3
* xyz -1 1
C -1.849 -0.228 1.087
C -1.381 -1.219 0.077
O -1.280 -0.349 2.476
H -1.439 0.843 1.039
H -2.873 -0.056 1.369
H -0.864 -1.948 0.685
H -0.254 -0.416 2.251
H -0.707 -0.777 -0.686
H -1.809 -1.941 -0.521
C 1.509 1.094 -1.662
C 2.046 0.453 -0.208
O 1.883 -0.769 -0.327
O 2.523 1.289 0.574
H 0.491 1.523 -1.796
H 1.943 0.458 -2.416
H 2.061 2.041 -1.944
*
```

=====

# 4
C5H9NO | wB97M-V/def2-TZVPD

⟨S²⟩: 2.0072
Total energy, a.u.: -325.5875

The geometry in ORCA input format:
```
! RIJCOSX wB97M-V def2-TZVPD def2/J DEFGRID3
* xyz 0 3
C -0.953 -1.265 -0.946
C 0.376 -0.813 -1.185
C 0.072 -0.037 0.217
C -0.283 1.669 0.345
C 1.020 -0.739 1.226
N -1.179 -0.724 0.195
O -1.349 1.852 -0.581
H -1.773 -1.937 -1.392
H 1.358 -1.507 -0.860
H 0.437 -0.219 -2.056
H 0.708 2.356 0.434
H -0.884 1.757 1.268
H -1.273 2.731 -1.193
H 2.015 -0.399 1.526
H 1.049 -1.729 0.738
H 0.659 -0.997 2.263
*
```

=====

# 5
C42H44Cl7NP2STeTl | wB97M-V/def2-TZVPD

Total energy, a.u.: -6424.4604

The geometry in ORCA input format:
```
! RIJCOSX wB97M-V def2-TZVPD def2/J DEFGRID3
* xyz -1 1
Tl 0.761 0.742 -0.142
C -1.701 -3.228 3.382
C -1.043 -2.715 2.102
C -2.086 -2.747 0.984
P -0.257 -1.028 2.065
C 1.245 -1.109 3.166
C 1.247 -1.991 4.410
C 1.658 0.318 3.515
C -1.465 0.083 2.850
C -1.920 -0.136 4.150
C -2.926 0.615 4.728
C -3.529 1.600 3.951
C -3.087 1.866 2.676
C -1.995 1.171 2.091
N -1.529 1.449 0.850
C -1.715 2.667 0.251
C -1.734 3.896 0.949
C -1.856 5.101 0.294
C -1.952 5.151 -1.095
C -1.885 3.965 -1.802
C -1.751 2.732 -1.167
P -1.558 1.166 -2.091
C -0.794 1.707 -3.717
C 0.336 0.730 -4.051
C -1.726 1.858 -4.917
C -3.315 0.640 -2.425
C -3.797 -0.120 -1.189
C -4.313 1.740 -2.773
H -2.044 -4.252 3.213
H -2.576 -2.627 3.629
H -1.038 -3.240 4.243
H -0.215 -3.383 1.833
H -2.911 -2.075 1.232
H -2.494 -3.754 0.865
H -1.673 -2.428 0.029
H 2.004 -1.520 2.485
H 0.490 -1.688 5.132
H 2.219 -1.906 4.903
H 1.099 -3.043 4.165
H 0.943 0.766 4.206
H 1.713 0.963 2.635
H 2.645 0.321 3.980
H -1.473 -0.932 4.730
H -3.251 0.422 5.742
H -4.363 2.169 4.349
H -3.584 2.631 2.094
H -1.630 3.881 2.026
H -1.864 6.019 0.869
H -2.057 6.095 -1.611
H -1.936 3.999 -2.883
H -0.341 2.682 -3.508
H -0.054 -0.270 -4.257
H 1.059 0.641 -3.238
H 0.879 1.062 -4.939
H -2.330 0.963 -5.073
H -1.136 2.012 -5.823
H -2.401 2.706 -4.815
H -3.242 -0.071 -3.257
H -3.893 0.555 -0.337
H -3.098 -0.901 -0.903
H -4.773 -0.573 -1.379
H -4.296 2.525 -2.017
H -5.323 1.322 -2.797
H -4.122 2.197 -3.742
Cl 0.435 -2.047 -1.755
C 0.965 -3.359 -0.748
C 2.111 -3.216 0.026
C 2.350 -4.216 0.956
Cl 3.680 -4.047 2.060
C 1.544 -5.349 1.069
Cl 1.871 -6.562 2.251
C 0.467 -5.509 0.202
Cl -0.520 -6.918 0.290
C 0.176 -4.507 -0.721
Cl -1.148 -4.709 -1.806
Cl 3.427 2.876 -2.074
C 3.453 2.936 -0.335
C 2.643 3.894 0.251
C 2.624 4.026 1.629
C 3.422 3.196 2.396
C 4.203 2.231 1.784
Cl 5.133 1.199 2.832
C 4.259 2.041 0.393
S 5.265 0.811 -0.328
H 2.028 4.522 -0.377
H 1.993 4.767 2.098
H 3.427 3.270 3.473
Te 3.574 -1.482 -0.115
C 3.617 -1.734 -2.233
C 3.842 -0.647 -3.065
C 3.870 -0.814 -4.443
C 3.682 -2.065 -5.006
C 3.485 -3.158 -4.174
C 3.460 -2.996 -2.799
H 4.002 0.330 -2.637
H 4.038 0.050 -5.074
H 3.701 -2.192 -6.080
H 3.352 -4.147 -4.594
H 3.322 -3.867 -2.174
*
```

=====

# 6
C2H3N4 | wB97M-V/def2-TZVPD

Total energy, a.u.: -296.6060
SMILES: CN=C=N[N+]#N

The geometry in ORCA input format:
```
! RIJCOSX wB97M-V def2-TZVPD def2/J DEFGRID3
* xyz 1 1
C 0.689 -0.774 -0.231
C -1.661 0.012 0.074
N 2.536 0.236 0.102
N 2.801 1.302 0.218
N 1.990 -0.841 -0.260
N -0.309 -0.197 -0.020
H -2.235 -0.972 -0.181
H -2.096 0.477 0.920
H -1.715 0.756 -0.623
*
```